Record 1
A structure of composition C32H34DyN2OP2. Source: the OMol25 dataset; level of theory: ωB97M-V/def2-TZVPD.

- Kohn-Sham gap (alpha / beta) (eV) = 5.319 / 5.811
- molecular weight (g mol⁻¹) = 687.08
- HOMO level (alpha / beta) (eV) = -10.132 / -10.393
- total charge = +1
- expectation value of S² = 9.40
- 2S+1 = 6

Structure (XYZ):
```
72
Properties=species:S:1:pos:R:3:mulliken_charge:R:1
Dy 0.439 0.183 0.413 -0.757
P -1.565 1.121 -0.468 1.419
P 0.441 -1.979 -0.562 1.199
O 3.197 -0.030 1.656 -0.256
N 0.570 0.299 -3.106 -0.143
N -0.869 -0.310 2.290 0.901
C -0.882 -1.570 2.946 -1.129
C -2.113 -3.377 4.009 -0.847
C 1.894 -1.672 -2.973 0.155
C 0.317 -2.225 3.245 -0.044
C 1.498 2.451 -3.816 0.664
C 0.694 -2.360 -2.400 -1.156
C 0.426 1.618 -3.310 0.248
C -0.845 2.208 -2.971 0.132
C -0.986 3.174 4.726 -0.689
C 4.255 -1.565 -3.634 -0.834
C -1.719 0.897 4.318 -0.696
C -1.884 2.846 0.115 -1.484
C -0.238 1.997 2.753 -0.597
C 1.251 3.845 -4.025 -0.937
C -2.100 -2.151 3.338 0.124
C 1.749 -3.090 0.147 -1.367
C -0.984 0.859 3.111 0.941
C -0.244 3.145 3.547 -0.914
C -1.026 3.565 -3.187 -0.243
C -1.720 2.051 5.112 -0.714
C 1.768 -0.274 -3.301 0.164
C 2.120 -0.003 1.200 0.552
C -0.911 -4.028 4.297 -0.598
C 4.160 -0.225 -3.950 -0.919
C 2.738 1.832 -4.058 -0.906
C 0.304 -3.452 3.916 -0.799
C -1.073 -3.032 -0.288 -1.065
C -3.159 0.291 0.013 -1.207
C -1.875 1.333 -2.318 -1.013
C 2.917 0.463 -3.786 0.677
C 3.126 -2.285 -3.139 -0.294
C 0.015 4.380 -3.725 -0.807
H -3.183 0.163 1.109 0.194
H -0.920 -4.976 4.820 0.405
H 1.221 0.839 -0.760 -0.296
H -0.918 -4.074 -0.623 0.491
H 0.361 2.002 1.855 0.755
H -1.920 -2.599 -0.846 0.334
H -2.285 2.072 6.035 0.419
H -0.219 -2.004 -2.904 0.442
H -3.209 -0.706 -0.453 0.311
H 2.737 -2.663 -0.091 0.423
H 3.576 2.425 -4.442 0.446
H 2.058 4.476 -4.413 0.434
H -4.037 0.884 -0.300 0.507
H 5.032 0.330 -4.316 0.434
H -1.985 4.029 -2.930 0.424
H -2.287 0.049 4.664 0.448
H -1.039 3.481 -0.198 0.359
H -2.830 3.252 -0.287 0.449
H 1.236 -3.950 4.149 0.454
H -3.036 -1.652 3.120 0.471
H -0.984 4.062 5.344 0.410
H -3.054 -3.819 4.309 0.401
H 0.771 -3.457 -2.499 0.784
H 1.262 -1.778 2.981 0.768
H -2.887 1.761 -2.427 0.763
H -0.174 5.447 -3.884 0.381
H -1.328 -3.032 0.785 0.148
H 0.335 4.010 3.250 0.443
H -1.845 0.321 -2.752 0.354
H -1.914 2.839 1.216 0.373
H 1.645 -3.111 1.245 0.247
H 5.209 -2.090 -3.753 0.378
H 1.685 -4.119 -0.251 0.446
H 3.240 -3.344 -2.884 0.436
```

Record 2
A cluster of 2 separate species, C32H34F6N5O in total. Source: the OMol25 dataset; level of theory: ωB97M-V/def2-TZVPD.

- Kohn-Sham gap (eV) = 5.638
- molecular weight (g mol⁻¹) = 618.65
- HOMO level (eV) = -10.476
- total charge = +1

Structure (XYZ):
```
78
Properties=species:S:1:pos:R:3:mulliken_charge:R:1
F 7.277 -5.595 1.528 -0.263
F 7.850 0.738 1.390 -0.257
F 7.259 0.518 -0.729 -0.266
F 5.844 1.376 0.730 -0.208
F 7.676 -4.881 -0.528 -0.241
F 8.913 -4.156 1.151 -0.259
O 2.240 -0.598 1.245 -0.665
N 0.934 -2.306 2.033 -0.126
N 3.177 -2.660 1.851 -0.089
N -5.683 2.314 -0.844 0.122
N 1.795 4.051 0.613 0.322
N -2.055 -1.308 0.131 -0.077
C -0.145 1.909 -1.692 -0.800
C -1.416 2.228 0.353 -0.374
C -0.938 -2.088 0.465 0.670
C 5.376 -3.551 1.393 -1.028
C -2.404 0.912 -1.544 -1.353
C -7.397 -0.159 -3.048 -0.690
C 2.134 -1.755 1.677 0.637
C -6.567 3.296 -0.248 -0.875
C -7.323 0.919 -2.143 -0.855
C -1.333 1.673 -0.948 1.207
C -6.052 1.275 -1.701 0.039
C 7.634 -4.500 0.791 0.900
C 4.976 -1.155 1.236 -0.526
C -3.752 1.269 -1.435 1.769
C -6.240 -0.829 -3.470 -0.938
C -0.401 3.014 0.866 -0.844
C -4.968 -0.460 -2.991 -0.015
C 7.153 -2.060 0.699 -1.152
C -0.323 -1.630 1.784 -1.344
C 6.686 -3.340 0.985 0.059
C -4.881 0.601 -2.100 0.324
C -1.426 -3.561 0.377 -0.704
C -4.334 2.311 -0.672 -0.777
C 4.506 -2.448 1.503 0.537
C -3.084 -1.992 -0.557 -0.230
C 1.633 5.466 0.878 -1.040
C 0.766 3.266 0.100 -0.326
C -2.727 -3.495 -0.431 -0.629
C 0.881 2.682 -1.187 -0.509
C 6.291 -0.972 0.845 0.075
C 3.020 3.461 1.115 -0.883
C 6.806 0.413 0.560 0.776
H 4.292 -0.321 1.295 0.875
H -4.058 -0.949 -3.323 0.402
H -2.315 2.079 0.958 0.683
H 3.888 3.864 0.572 0.345
H -6.442 3.301 0.842 0.344
H -2.616 -3.942 -1.420 0.297
H -7.602 3.052 -0.503 0.288
H -3.528 -3.995 0.115 0.276
H -1.638 -3.927 1.388 0.319
H -8.369 -0.487 -3.412 0.403
H 3.134 3.697 2.186 0.350
H -2.132 -0.340 0.405 0.106
H -6.318 -1.653 -4.181 0.409
H -0.474 3.466 1.857 0.435
H 2.999 2.372 0.994 0.108
H 5.013 -4.555 1.599 0.432
H -0.063 1.484 -2.691 0.431
H -3.848 3.105 -0.112 0.757
H 1.649 5.670 1.960 0.328
H -8.202 1.436 -1.771 0.281
H 2.451 6.029 0.402 0.322
H -3.095 -1.680 -1.613 -0.229
H -0.150 -1.983 -0.312 0.125
H -2.142 0.194 -2.329 0.404
H -6.340 4.310 -0.607 0.341
H -0.665 -4.194 -0.084 0.309
H 0.923 -3.252 2.394 0.243
H -4.095 -1.761 -0.177 0.341
H 2.874 -3.595 2.098 0.217
H -1.005 -1.861 2.610 0.362
H 8.175 -1.912 0.372 0.469
H -0.137 -0.551 1.777 0.299
H 0.681 5.808 0.461 0.334
H 1.775 2.897 -1.776 0.500
```

Record 3
A structure of composition C32H34IrO3Sb. Source: the OMol25 dataset; level of theory: ωB97M-V/def2-TZVPD.

- Kohn-Sham gap (alpha / beta) (eV) = 6.970 / 7.655
- molecular weight (g mol⁻¹) = 780.60
- HOMO level (alpha / beta) (eV) = -6.436 / -8.908
- total charge = 0
- expectation value of S² = 6.01
- 2S+1 = 5

Structure (XYZ):
```
71
Properties=species:S:1:pos:R:3:mulliken_charge:R:1
Ir 2.566 -0.133 0.537 0.924
Sb -0.256 -0.670 0.851 1.215
O 1.901 -1.335 -1.544 -0.520
O 2.646 -4.243 0.160 -0.618
O 3.120 -2.106 0.741 -0.807
C 2.650 -2.561 -1.502 1.332
C 2.403 2.986 -0.042 2.680
C -0.144 -3.308 2.168 -0.791
C 4.203 -2.352 -1.684 -1.680
C -2.791 2.215 2.832 -0.583
C 3.522 3.959 0.228 -1.707
C -2.792 -3.646 2.780 -0.561
C -2.179 -2.643 -2.491 -0.563
C -4.001 1.999 2.208 -0.645
C -4.136 1.300 1.051 -0.612
C -0.665 4.735 1.464 -0.770
C 2.229 -3.485 -2.575 -1.450
C -0.598 -4.530 2.597 -0.617
C 0.146 3.649 -0.973 0.114
C -3.081 0.596 0.587 -0.178
C -1.036 -1.170 -1.046 -0.625
C -1.783 0.676 1.272 0.690
C -1.859 -0.342 -3.125 -0.658
C 1.055 3.654 0.053 0.066
C -1.668 1.462 2.408 -0.791
C 0.628 4.233 1.256 -0.269
C -1.203 -0.110 -1.962 -0.047
C 2.602 1.864 0.931 -1.547
C -1.185 4.099 -0.835 -0.847
C -1.433 -2.474 -1.364 0.086
C 2.641 2.457 -1.482 -2.005
C 2.737 -3.089 -0.067 0.638
C -2.381 -2.374 2.347 -0.561
C -1.037 -2.272 1.947 0.574
C -1.596 4.701 0.382 -0.598
C -1.933 -4.681 2.931 -0.576
C -2.449 -1.592 -3.345 -0.693
H -2.211 -5.643 3.381 0.347
H -2.633 4.960 0.397 0.412
H -0.696 1.535 2.868 0.371
H 3.331 4.784 -0.534 0.387
H 3.659 1.980 -1.446 0.353
H 1.156 -3.797 -2.619 0.314
H 4.515 3.564 0.054 0.408
H 0.099 -5.280 2.829 0.499
H 2.774 -4.435 -2.440 0.412
H 3.417 4.203 1.277 0.444
H 0.963 -1.637 -1.717 -0.036
H 2.452 3.344 -2.115 0.538
H -3.855 -3.670 3.048 0.346
H -2.605 -3.662 -2.745 0.279
H -1.246 -3.318 -0.742 0.632
H -3.156 0.046 -0.355 0.236
H -4.878 2.550 2.517 0.336
H 4.388 -2.096 -2.769 0.435
H 0.269 3.178 -1.928 0.361
H -5.131 1.206 0.621 0.410
H -2.681 2.826 3.701 0.463
H -1.770 4.074 -1.727 0.451
H 4.736 -3.229 -1.475 0.468
H 0.916 -3.220 1.900 0.377
H 1.874 1.653 -1.682 0.314
H 4.504 -1.524 -1.093 0.300
H -1.010 4.948 2.447 0.444
H 3.022 2.256 1.867 0.430
H -2.990 -1.777 -4.246 0.416
H 2.577 -3.133 -3.588 0.299
H -2.975 -1.495 2.189 0.491
H -2.042 0.402 -3.915 0.399
H 1.224 4.014 2.128 0.331
H -0.844 0.924 -1.788 0.332
```

Record 4
A structure of composition C32H35BBiN3O3Sb2. Source: the OMol25 dataset; level of theory: ωB97M-V/def2-TZVPD.

- Kohn-Sham gap (eV) = 7.865
- molecular weight (g mol⁻¹) = 972.96
- HOMO level (eV) = -8.357
- total charge = 0

Structure (XYZ):
```
77
Properties=species:S:1:pos:R:3:nbo_charge:R:1
Bi 1.815 0.098 1.488 1.815
Sb 0.177 1.442 -1.882 1.060
Sb -0.707 -1.530 0.052 1.077
O 3.189 2.119 5.071 -0.614
O -0.005 1.284 1.598 -0.865
O -1.135 2.895 2.627 -0.608
N 1.326 -1.481 2.896 -0.801
N 2.049 1.379 3.235 -0.800
N 4.317 0.048 2.399 -0.853
C -4.321 0.115 1.888 -0.192
C 4.204 0.383 3.829 -0.318
C 4.502 2.565 -3.995 -0.215
C -0.924 3.584 -3.844 -0.170
C -0.173 2.165 2.569 0.784
C 4.108 1.240 -3.869 -0.231
C -5.067 -1.765 0.591 -0.215
C -1.780 3.768 -1.599 -0.231
C -0.394 -3.585 0.586 -0.271
C -3.011 -0.123 1.485 -0.252
C -1.400 -4.488 0.918 -0.251
C 1.243 -5.344 0.896 -0.198
C -2.529 5.294 -3.301 -0.206
C 2.007 1.944 -2.891 -0.370
C -3.764 -1.999 0.176 -0.254
C 3.105 1.398 4.092 0.647
C 0.843 -2.205 3.664 0.556
C -2.566 4.848 -1.988 -0.197
C -5.346 -0.711 1.452 -0.201
C -2.724 -1.191 0.636 -0.281
C 2.419 3.272 -3.013 -0.228
C -0.958 3.128 -2.526 -0.376
C 0.894 2.172 3.640 -0.351
C -0.540 0.077 -3.400 -0.731
C 2.870 0.933 -3.315 -0.186
C -1.090 -5.807 1.227 -0.197
C 0.929 -4.028 0.586 -0.270
C -1.652 -0.859 -2.906 -0.437
C 3.657 3.580 -3.565 -0.207
C 0.230 -6.236 1.216 -0.203
C -1.164 -2.005 -2.011 -0.730
C -1.706 4.664 -4.229 -0.233
B 0.149 -3.164 4.663 -0.609
H -2.225 0.540 1.826 0.244
H -0.896 0.704 -4.218 0.231
H -4.530 0.952 2.543 0.222
H 0.470 -7.262 1.467 0.215
H -1.923 -2.784 -1.933 0.225
H -1.882 -6.497 1.491 0.216
H -0.279 3.104 -4.572 0.205
H 3.961 4.616 -3.660 0.216
H 5.463 2.807 -4.430 0.215
H -6.363 -0.532 1.776 0.215
H -0.043 -2.528 5.678 0.039
H 4.762 0.445 -4.206 0.213
H 1.173 3.195 3.879 0.244
H 0.441 1.751 4.543 0.232
H 1.765 4.074 -2.687 0.221
H -2.134 -1.303 -3.782 0.213
H -3.203 5.340 -1.264 0.218
H 5.124 0.771 4.261 0.218
H -0.271 -2.470 -2.438 0.219
H 2.577 -0.109 -3.226 0.194
H -3.574 -2.806 -0.522 0.206
H 4.796 0.796 1.908 0.383
H -5.866 -2.406 0.239 0.214
H 1.734 -3.340 0.341 0.191
H -0.891 -3.429 4.083 0.040
H -2.431 -4.164 0.972 0.217
H 0.308 -0.505 -3.771 0.213
H 2.276 -5.670 0.902 0.211
H 4.862 -0.796 2.266 0.390
H -3.139 6.135 -3.605 0.215
H 0.843 -4.141 4.833 0.036
H -2.436 -0.290 -2.394 0.207
H 3.931 -0.523 4.373 0.230
H -1.674 5.016 -5.253 0.214
H -1.807 3.430 -0.568 0.232
```

Record 5
A structure of composition C32H35CrN5O4S. Source: the OMol25 dataset; level of theory: ωB97M-V/def2-TZVPD.

- Kohn-Sham gap (alpha / beta) (eV) = 6.771 / 6.773
- molecular weight (g mol⁻¹) = 637.73
- HOMO level (alpha / beta) (eV) = -7.690 / -7.956
- total charge = 0
- expectation value of S² = 6.02
- 2S+1 = 5

Structure (XYZ):
```
78
Properties=species:S:1:pos:R:3:mulliken_charge:R:1
Cr -0.395 -0.646 -0.590 0.347
S 0.291 0.840 3.292 -0.032
O -0.926 -2.624 -1.350 -0.648
O -5.222 4.010 0.629 -0.717
O 1.048 -2.246 -0.563 -0.692
O -4.097 5.048 -1.061 -0.721
N 0.339 0.514 -2.074 0.698
N 1.033 2.612 0.839 0.130
N -1.591 0.829 -0.468 0.530
N -1.432 -1.162 1.077 1.027
N 2.182 0.028 0.752 0.827
C 2.015 0.232 3.281 -0.990
C 1.128 2.360 -4.005 -0.632
C -3.170 -1.722 3.172 -0.749
C 1.418 0.303 -2.836 -0.338
C 0.366 -4.558 -0.720 0.568
C -3.379 2.918 -0.355 -0.453
C 0.522 2.650 3.266 -0.969
C 0.155 -3.095 -0.905 0.878
C 2.893 -4.221 -0.328 -1.214
C -2.466 -0.335 1.357 0.218
C 0.000 2.584 -3.242 -0.586
C -1.267 -2.245 1.839 -0.546
C -2.405 2.883 -1.343 -0.747
C 2.996 1.182 0.379 -1.013
C 1.852 1.189 -3.796 -0.773
C -2.555 0.833 0.471 0.246
C 0.967 -8.794 -0.113 -1.541
C -2.145 -5.011 -1.052 -1.295
C 0.335 3.313 1.899 -0.600
C -0.511 -6.807 -0.587 -0.877
C -0.375 1.653 -2.281 0.490
C -2.109 -2.570 2.880 -1.010
C 2.465 -0.565 2.048 -0.822
C 2.473 2.519 0.948 -0.927
C -4.363 4.148 -0.252 0.345
C 0.745 -7.322 -0.316 0.542
C -3.475 1.864 0.543 -0.883
C 1.654 -5.071 -0.430 0.970
C -3.343 -0.588 2.404 -0.593
C 1.809 -6.435 -0.236 -0.917
C -1.516 1.823 -1.374 -0.028
C -0.729 -5.448 -0.787 0.555
H -0.593 3.479 -3.371 0.468
H 3.544 -0.748 2.187 0.470
H 1.445 3.076 -4.750 0.453
H -4.150 0.103 2.603 0.500
H 1.943 -0.629 -2.660 0.453
H 1.647 -9.182 -0.873 0.333
H -1.940 -3.470 3.454 0.508
H 0.642 4.366 2.008 0.331
H -0.209 3.061 3.961 0.523
H 1.954 -1.531 2.054 0.117
H 2.797 -6.822 -0.012 0.366
H -4.257 1.895 1.290 0.644
H 4.043 1.067 0.702 0.480
H -2.371 3.704 -2.048 0.606
H 2.995 3.343 0.443 0.414
H -3.841 -1.937 3.993 0.453
H 2.741 2.579 2.001 0.279
H 2.992 1.237 -0.712 0.276
H 0.765 2.985 -0.060 0.129
H 1.512 2.843 3.675 0.409
H 2.825 -3.528 0.509 0.085
H -2.824 -5.854 -0.926 0.366
H 3.768 -4.854 -0.186 0.414
H -1.357 -7.483 -0.644 0.272
H 1.421 -8.985 0.861 0.339
H -2.447 -4.208 -0.383 0.162
H -2.248 -4.623 -2.064 0.251
H 2.738 0.975 -4.376 0.476
H -0.416 -2.873 1.602 0.569
H 2.110 -0.420 4.149 0.568
H 3.035 -3.623 -1.226 0.223
H 0.032 -9.348 -0.172 0.359
H -0.726 3.307 1.643 0.251
H 2.656 1.097 3.444 0.374
H 2.304 -0.701 0.062 0.022
```

Record 6
A structure of composition C32H35IKN11O. Source: the OMol25 dataset; level of theory: ωB97M-V/def2-TZVPD.

- Kohn-Sham gap (eV) = 5.769
- molecular weight (g mol⁻¹) = 755.71
- HOMO level (eV) = -1.699
- total charge = -2

Structure (XYZ):
```
81
Properties=species:S:1:pos:R:3:mulliken_charge:R:1
I -5.526 0.933 2.888 -0.406
K -1.565 1.819 0.486 0.811
O -1.762 1.616 -2.418 -0.528
N 1.334 1.097 0.605 0.454
N 0.263 -1.644 -0.168 1.076
N -0.567 0.977 3.117 -1.099
N -1.510 -3.201 -0.280 0.430
N -4.997 1.050 -4.048 -0.743
N -0.424 -0.102 -3.051 -0.094
N 0.948 4.076 0.498 -0.827
N 0.632 3.543 -0.697 0.624
N 0.234 -0.095 2.948 1.134
N -1.881 -0.860 -0.132 0.654
N -2.330 -2.398 -4.811 -0.761
C 3.848 -0.356 3.695 0.569
C -1.762 0.480 3.401 -0.322
C -1.645 0.538 -3.019 0.441
C -2.927 -3.455 -0.086 -0.787
C 2.687 0.534 -1.362 0.732
C -2.529 -1.353 -4.347 -0.065
C 2.157 0.658 1.575 1.044
C 2.461 -0.433 3.761 -0.060
C 1.642 0.048 2.757 0.113
C -0.438 -1.252 3.149 -0.151
C 3.041 0.765 -2.677 -1.013
C 4.374 0.282 2.575 -1.170
C -1.740 -0.927 3.437 -1.000
C 0.792 -3.996 -0.291 -0.957
C 1.218 -2.646 0.248 -0.161
C -2.716 -0.093 -3.749 0.540
C 1.856 1.409 -0.633 -1.340
C -0.973 4.978 -0.289 -0.711
C -4.272 2.428 1.758 -1.136
C 2.600 1.897 -3.357 0.905
C -0.508 4.069 -1.210 -0.526
C 1.464 2.571 -1.326 0.042
C -3.735 -2.375 -0.776 -0.503
C 2.897 2.102 -4.818 -1.681
C 4.724 -0.917 4.784 -1.496
C 3.575 0.777 1.564 -0.831
C -1.103 -1.872 -0.160 -1.305
C -0.024 4.935 0.752 -0.457
C -0.632 -4.264 0.157 -0.651
C 1.822 2.797 -2.649 -0.463
C -3.965 0.548 -3.896 0.114
C -3.323 -1.025 -0.213 -0.801
H 1.982 -0.873 4.632 0.373
H -2.605 1.141 3.524 0.363
H -3.534 -2.410 -1.850 0.110
H 0.202 0.165 -2.305 -0.203
H -3.753 -0.870 0.784 0.084
H 1.320 -2.704 1.342 0.133
H -4.803 -2.545 -0.624 0.402
H -1.004 -5.199 -0.271 0.395
H -2.569 -1.591 3.610 0.409
H -3.143 -4.443 -0.505 0.445
H 2.145 1.608 -5.439 0.259
H 2.894 3.162 -5.078 0.377
H 4.035 1.284 0.726 0.365
H -4.922 2.529 0.874 0.295
H 3.022 -0.370 -0.868 0.209
H 0.831 -3.987 -1.383 0.342
H -3.172 -3.487 0.988 0.277
H -4.516 3.316 2.363 0.334
H 0.061 -2.203 3.056 0.549
H 1.455 -4.784 0.075 0.414
H -0.013 5.483 1.681 0.415
H -0.659 -4.379 1.255 0.266
H -0.931 3.673 -2.119 0.631
H -0.431 -1.090 -3.249 0.319
H 0.482 -0.684 0.107 -0.507
H 1.465 3.703 -3.127 0.420
H 5.452 0.406 2.497 0.267
H -3.727 -0.228 -0.844 0.321
H 4.751 -2.011 4.772 0.261
H 3.651 0.034 -3.200 0.322
H -1.884 5.547 -0.341 0.407
H 4.379 -0.615 5.777 0.344
H 3.872 1.690 -5.087 0.399
H 5.752 -0.566 4.673 0.351
H 2.201 -2.366 -0.138 0.217
```